The following is a quantum chemistry calculation of a 2-piece molecular cluster, CH4IPS overall, from the OMol25 dataset.

Net charge: 0
E_HOMO (spin up / spin down) (eV): -8.41 / -7.38

```
8
Properties=species:S:1:pos:R:3:forces:R:3:lowdin_charge:R:1
C 0.306 0.216 0.311 -1.2749 0.7146 -0.5482 -0.902
P 0.081 -1.294 -0.606 -0.1567 -0.3101 -0.2536 0.667
S 0.568 1.696 -0.501 0.2246 -0.5053 0.1361 0.737
I -3.143 -0.144 0.141 0.4208 0.2119 0.2135 -0.196
H -0.023 0.263 1.336 0.1532 -0.0547 0.2430 -0.008
H 1.151 -1.136 -1.491 0.4501 0.1245 -0.2301 -0.102
H 0.769 -2.110 0.291 0.2245 -0.2780 0.3105 -0.091
H 0.291 2.511 0.519 -0.0417 0.0971 0.1288 -0.106
```
Positions in Å, forces in eV/Å.

***

The following is a quantum chemistry calculation of a 10-piece molecular cluster, C24H29BrIN9O4 overall, from the OMol25 dataset.

SMILES string: O=C(Br)CC1=C(I)C(=O)OC1=O.CC#N.CC#N.CC#N.CC#N.CC#N.CC#N.CC#N.CC#N.CC#N
Net charge: 0
E_HOMO (eV): -9.73

```
68
Properties=species:S:1:pos:R:3:forces:R:3:lowdin_charge:R:1
O 3.993 1.740 -0.631 0.2712 0.0238 0.2660 0.052
C 3.192 1.922 -1.470 -0.2676 -0.0434 -0.2027 -0.774
Br 3.364 1.026 -3.193 -0.0364 0.0098 -0.0836 0.752
C 1.976 2.825 -1.361 -0.1109 0.1024 0.2008 -0.125
C 0.719 2.165 -1.812 -0.0999 -0.1177 -0.1141 -0.237
C -0.070 1.312 -1.155 0.1896 0.1185 -0.1982 -0.618
I 0.108 0.586 0.727 -0.0366 -0.1738 0.2190 1.074
C -1.178 0.903 -2.071 0.1656 0.3897 0.0067 -0.507
O -2.062 0.134 -1.890 -0.2222 -0.2246 0.0538 0.125
O -1.017 1.579 -3.258 0.1114 -0.0634 0.0256 0.131
C 0.116 2.377 -3.157 -0.1755 -0.2092 0.2913 -0.439
O 0.454 3.089 -4.041 0.1101 0.3019 -0.1850 0.167
H 2.164 3.730 -1.949 0.0117 -0.1699 -0.0018 0.142
H 1.900 3.092 -0.301 -0.0016 0.0181 -0.1843 0.125
C -4.716 1.383 -0.072 -0.0911 0.0283 -0.0889 -0.058
C -3.827 1.519 1.073 0.1277 0.0110 0.0263 -0.276
N -3.109 1.626 1.964 -0.1453 -0.0413 -0.0368 0.129
H -5.262 0.443 -0.015 0.0243 -0.0106 0.0463 0.056
H -5.430 2.205 -0.085 0.0264 0.0123 0.0157 0.086
H -4.133 1.407 -0.991 0.0145 0.0024 0.0183 0.060
C 0.153 -2.542 -2.875 -0.1661 -0.0269 -0.1814 -0.055
C 1.210 -2.281 -1.909 0.0127 0.0374 0.1185 -0.291
N 2.029 -2.074 -1.130 0.0001 -0.0006 -0.1096 0.133
H -0.328 -3.498 -2.673 0.0387 -0.0055 0.0465 0.047
H -0.609 -1.765 -2.836 0.0366 0.0123 0.0652 0.062
H 0.558 -2.573 -3.886 0.0570 0.0163 0.0324 0.087
C 1.446 -6.634 -4.090 0.0845 -0.0416 -0.0255 -0.064
C 0.113 -6.182 -3.716 -0.0875 -0.0049 0.0298 -0.277
N -0.936 -5.825 -3.417 0.0872 0.0086 -0.0142 0.134
H 1.873 -7.237 -3.291 -0.0219 0.0072 0.0068 0.085
H 1.397 -7.233 -4.997 -0.0204 0.0080 0.0053 0.084
H 2.095 -5.777 -4.267 -0.0203 0.0076 0.0080 0.082
C -3.336 -2.701 0.558 0.1954 -0.1101 -0.0806 -0.070
C -4.694 -2.286 0.876 -0.0588 0.0973 -0.0255 -0.278
N -5.758 -1.935 1.127 0.0633 0.0092 0.0390 0.129
H -2.921 -3.276 1.382 -0.0048 0.0219 -0.0273 0.052
H -3.321 -3.313 -0.344 -0.0959 0.0295 -0.0103 0.086
H -2.701 -1.828 0.405 -0.0401 0.0242 0.0228 0.060
C -4.833 0.317 4.441 0.0122 -0.0221 -0.1648 -0.090
C -4.935 0.081 5.874 0.0168 0.0330 0.0758 -0.295
N -5.001 -0.105 7.006 0.0161 -0.0572 -0.0545 0.123
H -5.525 1.097 4.131 -0.0071 0.0058 0.0544 0.083
H -3.827 0.631 4.168 -0.0021 0.0059 0.0419 0.052
H -5.076 -0.591 3.889 -0.0250 0.0045 -0.0100 0.064
C -2.774 -2.881 5.171 -0.0461 -0.0141 0.0634 -0.055
C -1.987 -2.521 3.999 0.0879 0.0482 -0.0238 -0.260
N -1.361 -2.238 3.078 -0.0422 0.0107 0.1015 0.143
H -2.338 -2.438 6.065 -0.0098 0.0214 -0.0201 0.090
H -3.795 -2.517 5.066 0.0141 0.0039 0.0061 0.066
H -2.798 -3.963 5.288 0.0206 0.0036 -0.0202 0.086
C 6.134 3.177 1.451 -0.1290 -0.1153 -0.2106 -0.083
C 6.320 4.199 2.470 0.0633 0.0654 0.0642 -0.282
N 6.465 5.019 3.260 -0.0329 -0.0440 -0.0441 0.120
H 5.108 3.181 1.089 -0.0037 0.0580 0.0416 0.056
H 6.794 3.363 0.604 0.0256 0.0543 0.0424 0.087
H 6.355 2.188 1.844 0.0168 0.1301 0.1136 0.032
C -2.098 5.702 -3.421 0.0138 0.0743 -0.0859 -0.052
C -2.193 4.746 -2.327 -0.0136 -0.0764 0.0377 -0.249
N -2.267 3.982 -1.473 0.0465 -0.0521 -0.0577 0.176
H -3.076 6.133 -3.627 -0.0036 -0.0162 0.0235 0.086
H -1.408 6.503 -3.160 -0.0020 -0.0141 0.0179 0.088
H -1.734 5.201 -4.317 0.0144 -0.0305 0.0290 0.084
C 7.534 -1.108 1.078 -0.0447 -0.0709 -0.0558 -0.062
C 7.751 -0.072 2.080 0.0680 0.0400 0.0778 -0.273
N 7.921 0.753 2.861 0.0106 -0.1478 -0.0615 0.142
H 8.220 -0.970 0.244 0.0055 0.0155 0.0163 0.083
H 7.701 -2.091 1.514 0.0011 0.0158 0.0145 0.083
H 6.512 -1.058 0.705 0.0034 0.0164 0.0134 0.084
```
Positions in Å, forces in eV/Å.

***

The following is a quantum chemistry calculation of an isolated molecule of C6H10O, from the OMol25 dataset.

SMILES string: C/C=C/CCC=O
Net charge: 0
E_HOMO (eV): -8.76

```
17
Properties=species:S:1:pos:R:3:forces:R:3:lowdin_charge:R:1
O 0.961 -1.458 -3.041 -2.5025 -2.1593 1.2465 -0.003
C -0.030 -2.037 -2.552 0.6908 2.4320 -1.7488 -0.198
C -0.711 -1.447 -1.284 0.9708 3.0672 -0.7766 -0.147
C 0.292 -0.401 -0.662 1.8775 -1.6372 -0.5460 -0.248
C -0.145 0.312 0.548 0.2851 4.0756 1.6653 -0.120
C 0.637 1.141 1.383 -3.5292 -3.1107 -1.0290 -0.145
C 0.131 1.884 2.565 -2.3904 2.9288 -4.1539 -0.115
H -0.534 -2.878 -3.148 0.6625 0.6671 0.9992 0.129
H -1.671 -0.836 -1.353 0.8677 -1.1360 -0.9715 0.135
H -0.932 -2.194 -0.610 -0.4142 -1.8779 1.5707 0.069
H 1.226 -0.995 -0.374 -0.9103 0.9454 -0.7078 0.137
H 0.561 0.326 -1.463 -0.0603 -0.6131 0.5068 0.125
H -1.215 0.655 0.484 0.5775 -0.9895 0.9455 0.114
H 1.625 1.368 1.252 2.8807 -0.5961 -0.7749 0.064
H 0.384 1.660 3.532 0.8743 -0.9264 2.1415 0.038
H -0.953 1.943 2.403 -0.1387 -0.3626 0.8333 0.071
H 0.376 2.958 2.321 0.2586 -0.7075 0.7996 0.094
```
Positions in Å, forces in eV/Å.

***

The following is a quantum chemistry calculation of C34H45BrN3O2S5SbTa as an isolated structure, from the OMol25 dataset.

Net charge: -1
E_HOMO (eV): -4.75

```
92
Properties=species:S:1:pos:R:3:forces:R:3:lowdin_charge:R:1
Ta 0.354 0.544 -0.486 -0.0320 0.0705 -0.0850 1.113
C -5.305 -0.385 5.299 0.0031 -0.0009 -0.0049 -0.052
C -3.994 0.411 5.346 0.0168 -0.0056 0.0127 -0.561
C -4.302 1.879 5.675 0.0006 -0.0088 0.0081 -0.050
C -3.129 -0.159 6.471 -0.0170 0.0261 -0.0213 -0.074
C -3.295 0.329 3.990 0.0670 -0.0318 -0.0360 -0.176
C -2.021 -0.197 3.828 -0.1149 0.0275 -0.0032 -0.072
C -1.458 -0.215 2.566 0.1687 -0.0474 -0.0173 -0.538
Br 0.294 -0.897 2.315 -0.0369 -0.0167 0.0805 0.942
C -2.095 0.272 1.427 -0.0214 0.0435 0.1099 -0.405
O -1.476 0.262 0.261 0.3182 -0.0051 -0.0961 -0.400
C -3.404 0.770 1.568 -0.1433 0.0940 0.0358 -0.080
C -3.946 0.799 2.847 -0.0255 -0.0955 -0.0980 0.018
C -4.146 1.358 0.360 0.0887 0.0254 -0.0676 -0.520
C -3.573 2.760 0.100 0.0875 -0.0764 0.0012 -0.049
C -3.965 0.498 -0.905 -0.0618 -0.0066 -0.0608 -0.049
C -5.656 1.469 0.599 0.0437 -0.0332 0.0674 -0.072
H -5.819 -0.332 6.263 0.0031 0.0020 -0.0048 0.080
H -5.106 -1.433 5.069 -0.0126 -0.0023 0.0018 0.089
H -5.979 0.004 4.534 -0.0008 -0.0083 0.0102 0.075
H -4.798 1.954 6.647 0.0018 0.0032 -0.0016 0.080
H -4.955 2.329 4.926 0.0031 -0.0037 -0.0046 0.076
H -3.381 2.463 5.710 -0.0012 0.0075 0.0029 0.091
H -3.665 -0.081 7.419 0.0015 -0.0020 -0.0044 0.081
H -2.191 0.390 6.570 0.0049 -0.0059 0.0044 0.086
H -2.896 -1.212 6.302 0.0029 -0.0051 0.0020 0.085
H -1.451 -0.589 4.657 -0.0004 0.0103 0.0162 0.093
H -4.937 1.208 2.972 -0.1097 0.0402 -0.0469 0.094
H -2.497 2.705 -0.083 -0.1038 0.0762 0.0242 0.002
H -3.738 3.406 0.965 -0.0014 0.0106 -0.0084 0.089
H -4.052 3.212 -0.774 -0.0027 -0.0068 -0.0062 0.087
H -2.946 0.520 -1.283 -0.1600 0.0195 0.0257 0.035
H -4.629 0.876 -1.688 -0.0219 -0.0096 0.0091 0.081
H -4.228 -0.545 -0.711 -0.0183 -0.0046 0.0069 0.094
H -5.921 2.192 1.372 0.0770 -0.0046 0.0794 0.074
H -6.082 0.498 0.868 -0.0412 0.0230 -0.0020 0.089
H -6.131 1.808 -0.323 -0.0129 -0.0189 -0.0012 0.078
S 0.154 2.783 1.207 -0.0073 -0.0799 0.0536 -0.091
Sb 1.658 3.843 -0.192 0.0558 0.1638 -0.0412 0.490
S -0.744 2.127 -2.154 -0.2179 -0.0618 -0.0516 -0.001
S 1.309 2.277 -2.163 0.1675 -0.0761 -0.0255 -0.107
S 3.719 2.679 0.326 -0.0902 0.0065 0.0415 0.370
C 4.448 0.806 2.937 -0.0314 -0.0294 -0.0208 -0.109
N 3.947 0.292 1.678 -0.0005 0.0049 -0.0915 -0.261
C 5.026 -0.087 0.781 -0.0874 -0.0660 0.0899 -0.119
C 2.937 1.131 1.100 0.3452 0.1129 0.2284 -0.867
O 2.194 0.474 0.167 -0.1851 -0.1667 -0.0216 -0.501
H 5.077 0.046 3.404 -0.0044 -0.0027 0.0158 0.082
H 3.614 1.024 3.605 0.0021 -0.0182 0.0025 0.087
H 5.044 1.722 2.817 0.0177 0.0147 -0.0194 0.072
H 5.549 -0.946 1.206 0.0346 0.0020 -0.0401 0.084
H 5.749 0.727 0.628 0.0083 0.0087 0.0105 0.068
H 4.624 -0.366 -0.190 -0.0312 -0.0082 -0.0015 0.066
H 2.310 1.507 1.914 0.0056 0.0211 -0.0829 0.022
C 0.815 -3.222 -2.857 0.1222 -0.0305 0.0581 -0.059
C 1.359 -2.344 -1.716 -0.0139 0.0481 -0.0439 -0.564
C 2.752 -1.851 -2.140 -0.1750 0.0834 0.0431 -0.058
C 0.415 -1.172 -1.439 0.1928 0.0700 -0.0202 -0.262
C 1.418 -3.141 -0.407 0.0134 -0.0335 0.0012 -0.189
C 2.484 -3.017 0.483 -0.0852 -0.0188 -0.0289 -0.055
C 2.492 -3.692 1.695 0.0295 -0.0155 0.0532 -0.109
C 1.436 -4.515 2.051 0.0008 -0.0176 0.0175 -0.124
C 0.362 -4.641 1.182 -0.0122 -0.0003 -0.0121 -0.100
C 0.356 -3.962 -0.027 -0.0189 -0.0088 0.0231 -0.048
H 0.820 -2.656 -3.789 -0.0203 0.0040 -0.0637 0.069
H -0.207 -3.552 -2.673 -0.0300 -0.0042 0.0005 0.067
H 1.445 -4.105 -3.001 -0.0194 0.0161 0.0117 0.090
H 2.707 -1.396 -3.132 -0.0552 0.0208 0.0283 0.064
H 3.468 -2.674 -2.181 0.0159 -0.0596 0.0273 0.090
H 3.111 -1.092 -1.448 0.0405 0.0115 -0.0288 0.041
H -0.637 -1.454 -1.611 -0.0418 -0.0524 0.0030 0.050
H 3.309 -2.363 0.251 0.0859 0.0708 -0.0391 0.087
H 3.330 -3.561 2.371 0.0020 0.0034 -0.0091 0.099
H 1.439 -5.038 2.999 0.0036 0.0056 0.0007 0.093
H -0.482 -5.265 1.451 -0.0034 0.0025 -0.0106 0.096
H -0.509 -4.059 -0.670 0.0019 0.0081 -0.0227 0.104
N 0.215 0.103 -4.610 -0.0076 0.0496 -0.1293 0.087
C 1.258 0.586 -5.330 0.0147 0.0827 -0.0346 -0.697
N 2.404 -0.003 -5.467 -0.1641 0.2115 -0.0357 0.103
C 3.230 0.749 -6.287 -0.0034 -0.0510 -0.0495 -0.319
C 4.534 0.410 -6.637 0.0181 0.0299 -0.0018 -0.029
C 5.253 1.251 -7.470 0.0445 -0.0724 0.0263 -0.108
C 4.693 2.426 -7.965 -0.0285 0.0768 -0.0351 -0.117
C 3.395 2.780 -7.632 0.0435 -0.0087 0.0016 -0.109
C 2.678 1.938 -6.797 0.0671 -0.0598 0.0207 -0.493
S 1.058 2.115 -6.206 -0.1045 -0.1397 0.1329 1.044
H 0.488 -0.530 -3.871 0.0425 -0.0934 0.1474 0.043
H -0.454 0.782 -4.260 0.1243 -0.0042 -0.0160 -0.004
H 4.967 -0.502 -6.246 -0.0039 -0.0125 0.0084 0.108
H 6.270 0.993 -7.738 -0.0048 -0.0066 0.0039 0.094
H 5.275 3.071 -8.611 -0.0011 -0.0068 0.0006 0.093
H 2.956 3.695 -8.009 -0.0004 -0.0039 -0.0028 0.101
```
Positions in Å, forces in eV/Å.

***

What did the third record say?
The following is a quantum chemistry calculation of an isolated molecule of C6H10O, from the OMol25 dataset.

SMILES string: C/C=C/CCC=O
Net charge: 0
E_HOMO (eV): -8.76

```
17
Properties=species:S:1:pos:R:3:forces:R:3:lowdin_charge:R:1
O 0.961 -1.458 -3.041 -2.5025 -2.1593 1.2465 -0.003
C -0.030 -2.037 -2.552 0.6908 2.4320 -1.7488 -0.198
C -0.711 -1.447 -1.284 0.9708 3.0672 -0.7766 -0.147
C 0.292 -0.401 -0.662 1.8775 -1.6372 -0.5460 -0.248
C -0.145 0.312 0.548 0.2851 4.0756 1.6653 -0.120
C 0.637 1.141 1.383 -3.5292 -3.1107 -1.0290 -0.145
C 0.131 1.884 2.565 -2.3904 2.9288 -4.1539 -0.115
H -0.534 -2.878 -3.148 0.6625 0.6671 0.9992 0.129
H -1.671 -0.836 -1.353 0.8677 -1.1360 -0.9715 0.135
H -0.932 -2.194 -0.610 -0.4142 -1.8779 1.5707 0.069
H 1.226 -0.995 -0.374 -0.9103 0.9454 -0.7078 0.137
H 0.561 0.326 -1.463 -0.0603 -0.6131 0.5068 0.125
H -1.215 0.655 0.484 0.5775 -0.9895 0.9455 0.114
H 1.625 1.368 1.252 2.8807 -0.5961 -0.7749 0.064
H 0.384 1.660 3.532 0.8743 -0.9264 2.1415 0.038
H -0.953 1.943 2.403 -0.1387 -0.3626 0.8333 0.071
H 0.376 2.958 2.321 0.2586 -0.7075 0.7996 0.094
```
Positions in Å, forces in eV/Å.

***

Which of these has the lowest net charge? C34H45BrN3O2S5SbTa

***

Repeat the third record exactly.
The following is a quantum chemistry calculation of an isolated molecule of C6H10O, from the OMol25 dataset.

SMILES string: C/C=C/CCC=O
Net charge: 0
E_HOMO (eV): -8.76

```
17
Properties=species:S:1:pos:R:3:forces:R:3:lowdin_charge:R:1
O 0.961 -1.458 -3.041 -2.5025 -2.1593 1.2465 -0.003
C -0.030 -2.037 -2.552 0.6908 2.4320 -1.7488 -0.198
C -0.711 -1.447 -1.284 0.9708 3.0672 -0.7766 -0.147
C 0.292 -0.401 -0.662 1.8775 -1.6372 -0.5460 -0.248
C -0.145 0.312 0.548 0.2851 4.0756 1.6653 -0.120
C 0.637 1.141 1.383 -3.5292 -3.1107 -1.0290 -0.145
C 0.131 1.884 2.565 -2.3904 2.9288 -4.1539 -0.115
H -0.534 -2.878 -3.148 0.6625 0.6671 0.9992 0.129
H -1.671 -0.836 -1.353 0.8677 -1.1360 -0.9715 0.135
H -0.932 -2.194 -0.610 -0.4142 -1.8779 1.5707 0.069
H 1.226 -0.995 -0.374 -0.9103 0.9454 -0.7078 0.137
H 0.561 0.326 -1.463 -0.0603 -0.6131 0.5068 0.125
H -1.215 0.655 0.484 0.5775 -0.9895 0.9455 0.114
H 1.625 1.368 1.252 2.8807 -0.5961 -0.7749 0.064
H 0.384 1.660 3.532 0.8743 -0.9264 2.1415 0.038
H -0.953 1.943 2.403 -0.1387 -0.3626 0.8333 0.071
H 0.376 2.958 2.321 0.2586 -0.7075 0.7996 0.094
```
Positions in Å, forces in eV/Å.